11
Properties=species:S:1:pos:R:3:forces:R:3 method="wB97M-V/def2-TZVPD" smiles="[H]/N=C/P1OC=CO1" homo_energy_ev=-8.06 relative_energy_kj_mol=40.82 e_tot_ha=-663.2471 gap_ev=8.44 e_lumo_ev=0.380 fmax_ha_per_bohr=0.069
C -1.5367 0.2326 -0.9526 -0.9 1.8 -2.0
C -1.5622 0.8200 0.2402 -1.2 3.0 -1.5
C 1.5306 -0.4988 0.1818 0.3 0.5 0.0
N 2.4844 -0.6984 0.9833 -1.6 -1.2 0.8
O -0.9355 -0.9639 -0.8944 1.3 -2.4 -0.1
O -0.8942 0.1622 1.2031 0.4 -1.0 1.3
P -0.1758 -1.2496 0.5835 -0.1 1.1 -0.5
H -1.8441 0.5727 -2.0388 0.4 -0.6 2.8
H -2.0169 1.8479 0.4246 0.8 -1.7 0.1
H 1.5201 0.1374 -0.7240 0.4 -0.1 0.1
H 3.4304 -0.3622 0.9933 0.1 0.7 -1.0